{"formula": "C2H2F3P", "method": "ωB97M-V with the def2-TZVPD basis set", "energy_ha": -718.178618, "smiles": "FC#[PH]C(F)F", "homo_energy_ev": -9.02, "e_above_lowest_kcal_mol": 88.00, "multiplicity": 1, "species": ["F", "C", "P", "C", "F", "F", "H", "H"], "coordinates": [[1.05, 0.21, -1.77], [0.83, 1.26, -1.10], [0.30, 1.11, 0.66], [-0.19, -0.78, 0.68], [-1.21, -0.70, -0.31], [-0.72, -1.46, 1.64], [-0.63, 1.77, -0.07], [0.58, -1.42, 0.27]], "nbo_charge": [-0.3083, 0.1143, 0.3634, 0.3459, -0.3946, -0.3056, 0.0384, 0.1465]}

{"formula": "C2H2S2", "method": "ωB97M-V with the def2-TZVPD basis set", "energy_ha": -873.681205, "smiles": "S=CC=S", "homo_energy_ev": -9.00, "e_above_lowest_kcal_mol": 35.47, "multiplicity": 1, "species": ["S", "C", "C", "S", "H", "H"], "coordinates": [[0.36, 0.98, 1.77], [-0.26, 0.31, 0.62], [0.35, -0.40, -0.57], [-0.71, -0.73, -1.74], [-1.21, 0.26, 0.64], [1.46, -0.42, -0.72]], "nbo_charge": [0.2225, -0.4204, -0.3367, 0.1325, 0.1794, 0.2228]}

{"formula": "C10H30ClO5", "method": "ωB97M-V with the def2-TZVPD basis set", "energy_ha": -1234.477487, "homo_energy_ev": -4.24, "e_above_lowest_kcal_mol": 621.86, "multiplicity": 1, "total_charge": -1, "species": ["Cl", "C", "C", "O", "H", "H", "H", "H", "H", "H", "C", "C", "O", "H", "H", "H", "H", "H", "H", "C", "C", "O", "H", "H", "H", "H", "H", "H", "C", "C", "O", "H", "H", "H", "H", "H", "H", "C", "C", "O", "H", "H", "H", "H", "H", "H"], "coordinates": [[-0.42, -0.31, -0.10], [0.92, 2.20, 1.71], [-0.07, 2.49, 0.62], [-1.15, 1.72, 0.93], [0.43, 2.23, 2.68], [1.84, 2.79, 1.71], [1.25, 1.17, 1.59], [0.40, 2.08, -0.27], [-0.43, 3.52, 0.50], [-0.81, 0.83, 0.91], [1.59, 1.85, -1.50], [2.29, 0.61, -0.88], [1.78, 0.52, 0.38], [2.03, 1.94, -2.49], [2.02, 2.71, -0.99], [0.52, 1.79, -1.33], [3.35, 0.78, -0.70], [2.20, -0.30, -1.47], [0.94, 0.10, 0.21], [1.70, -1.40, 3.21], [1.24, -0.80, 1.86], [0.19, -1.65, 1.37], [0.88, -1.57, 3.90], [2.37, -0.70, 3.72], [2.28, -2.29, 3.00], [1.97, -0.44, 1.13], [0.61, 0.06, 2.06], [-0.21, -1.32, 0.56], [-1.30, 1.10, -4.04], [-1.49, 0.19, -2.82], [-0.90, 0.88, -1.75], [-0.25, 1.21, -4.29], [-1.79, 2.05, -3.83], [-1.79, 0.77, -4.96], [-0.92, -0.72, -2.97], [-2.55, -0.01, -2.61], [-0.56, 0.20, -1.17], [-2.61, -3.46, 0.98], [-1.59, -2.32, 0.76], [-1.83, -1.83, -0.53], [-2.45, -4.22, 0.21], [-3.68, -3.27, 1.01], [-2.46, -3.86, 1.98], [-0.54, -2.54, 0.93], [-1.86, -1.57, 1.51], [-1.12, -1.20, -0.72]], "nbo_charge": [0.0351, -0.6690, -0.0935, -0.7359, 0.1794, 0.1741, 0.2650, 0.1673, 0.1560, 0.3994, -0.6500, -0.0669, -0.7861, 0.1856, 0.1828, 0.2680, 0.1709, 0.1558, 0.4052, -0.6138, -0.1916, -0.7852, 0.1917, 0.1847, 0.1907, 0.2786, 0.1436, 0.3300, -0.6136, -0.0763, -0.7496, 0.1983, 0.2028, 0.1797, 0.1498, 0.1695, 0.2865, -0.6044, -0.1609, -0.7389, 0.1881, 0.1825, 0.1821, 0.2743, 0.1249, 0.3333]}

{"formula": "C20H25N3O2", "method": "ωB97M-V with the def2-TZVPD basis set", "energy_ha": -1091.726034, "smiles": "N#Cc1ccc(O[C@@H]2[C@@H]3CCC(=O)[C@@H]3C[C@H]2N2CCC[C@@H](N)C2)cc1", "homo_energy_ev": -8.50, "e_above_lowest_kcal_mol": 126.78, "multiplicity": 1, "species": ["N", "C", "C", "C", "C", "C", "O", "C", "C", "C", "C", "C", "O", "C", "C", "C", "N", "C", "C", "C", "C", "N", "C", "C", "C", "H", "H", "H", "H", "H", "H", "H", "H", "H", "H", "H", "H", "H", "H", "H", "H", "H", "H", "H", "H", "H", "H", "H", "H", "H"], "coordinates": [[1.78, 5.43, -4.37], [1.69, 4.50, -3.63], [1.83, 3.43, -2.67], [0.73, 3.08, -1.84], [0.87, 2.15, -0.79], [2.04, 1.40, -0.64], [2.13, 0.28, 0.20], [1.00, -0.28, 0.87], [1.35, -1.35, 1.87], [2.80, -1.74, 2.35], [3.07, -3.17, 1.86], [1.80, -3.69, 1.32], [1.79, -4.61, 0.51], [0.64, -2.61, 1.43], [0.07, -2.36, 0.00], [0.00, -0.96, -0.15], [-1.40, -0.50, -0.03], [-2.45, -1.19, 0.86], [-3.43, -0.13, 1.32], [-4.11, 0.49, -0.04], [-3.10, 1.13, -0.99], [-2.47, 2.28, -0.27], [-1.96, 0.05, -1.26], [3.14, 1.70, -1.51], [3.04, 2.74, -2.48], [-0.25, 3.64, -1.83], [0.15, 1.98, -0.08], [0.30, 0.49, 1.34], [0.92, -1.05, 2.86], [3.56, -0.98, 2.10], [2.86, -1.80, 3.40], [3.41, -3.70, 2.75], [3.90, -3.19, 1.14], [-0.18, -2.80, 2.26], [-0.84, -2.89, -0.17], [0.70, -2.81, -0.70], [0.30, -0.73, -1.16], [-2.83, -2.08, 0.37], [-1.96, -1.54, 1.80], [-4.24, -0.43, 1.98], [-2.94, 0.67, 2.00], [-4.94, 1.22, 0.27], [-4.58, -0.47, -0.45], [-3.38, 1.46, -2.03], [-3.15, 3.02, -0.18], [-2.22, 1.94, 0.68], [-2.31, -0.70, -2.02], [-1.16, 0.67, -1.85], [4.09, 1.31, -1.38], [3.95, 2.72, -3.04]], "nbo_charge": [-0.3149, 0.2831, -0.2187, -0.1276, -0.2931, 0.3395, -0.5101, 0.1043, -0.2508, -0.3852, -0.5335, 0.6042, -0.5302, -0.3119, -0.4202, -0.0687, -0.4936, -0.2382, -0.4025, -0.4190, -0.0763, -0.8572, -0.2216, -0.2400, -0.1522, 0.2485, 0.2326, 0.1938, 0.2207, 0.2294, 0.2022, 0.2393, 0.2465, 0.2373, 0.2256, 0.2340, 0.2258, 0.1890, 0.2036, 0.2223, 0.1957, 0.2101, 0.2049, 0.2140, 0.3591, 0.3614, 0.1693, 0.2201, 0.2152, 0.2336]}

{"formula": "C29H53N2O2P2Sn", "method": "ωB97M-V with the def2-TZVPD basis set", "energy_ha": -2293.532873, "homo_energy_ev": -8.59, "multiplicity": 1, "total_charge": 1, "species": ["C", "C", "C", "C", "C", "H", "H", "H", "N", "P", "P", "C", "H", "H", "C", "O", "C", "H", "C", "C", "C", "C", "C", "H", "H", "H", "C", "H", "H", "H", "C", "H", "H", "H", "C", "H", "H", "H", "C", "H", "H", "H", "C", "H", "H", "H", "C", "H", "H", "H", "C", "H", "H", "H", "C", "H", "H", "H", "C", "H", "H", "H", "C", "H", "H", "H", "C", "H", "H", "H", "Sn", "N", "C", "C", "C", "C", "C", "H", "H", "H", "H", "H", "H", "H", "H", "H", "O", "H", "H"], "coordinates": [[2.35, -1.26, -1.63], [1.39, 0.67, -2.61], [3.33, -1.30, -2.61], [2.26, 0.55, -3.73], [3.26, -0.41, -3.69], [4.11, -2.06, -2.54], [2.12, 1.23, -4.56], [3.96, -0.46, -4.50], [1.45, -0.26, -1.56], [0.56, -2.55, 0.10], [0.01, 2.44, -0.89], [2.25, -2.35, -0.57], [2.58, -3.32, -1.00], [2.94, -2.13, 0.26], [-2.14, -0.29, 2.15], [-2.92, -0.14, 2.94], [0.45, 1.77, -2.42], [0.33, 2.46, -3.37], [-1.64, 3.43, -0.97], [1.52, 3.51, -0.61], [-0.36, -3.65, -1.14], [0.77, -3.27, 1.82], [-2.78, 2.59, -0.37], [-2.59, 2.34, 0.69], [-3.71, 3.19, -0.41], [-2.95, 1.66, -0.91], [-1.54, 4.72, -0.14], [-1.28, 4.50, 0.91], [-0.81, 5.43, -0.55], [-2.52, 5.21, -0.14], [-1.97, 3.75, -2.42], [-2.88, 4.35, -2.45], [-1.18, 4.32, -2.92], [-2.16, 2.83, -2.99], [1.48, 4.02, 0.84], [1.21, 3.21, 1.53], [2.49, 4.37, 1.11], [0.79, 4.86, 0.97], [2.80, 2.68, -0.77], [2.80, 1.80, -0.11], [2.96, 2.35, -1.80], [3.65, 3.31, -0.49], [1.50, 4.64, -1.66], [1.06, 4.35, -2.62], [0.99, 5.54, -1.30], [2.55, 4.92, -1.87], [-0.63, -3.57, 2.39], [-0.51, -3.93, 3.42], [-1.26, -2.66, 2.42], [-1.16, -4.34, 1.82], [1.48, -2.24, 2.71], [2.51, -2.05, 2.36], [0.96, -1.28, 2.76], [1.55, -2.64, 3.73], [1.63, -4.54, 1.78], [2.57, -4.39, 1.23], [1.90, -4.81, 2.81], [1.11, -5.41, 1.35], [0.04, -3.24, -2.56], [1.09, -3.47, -2.79], [-0.58, -3.79, -3.28], [-0.14, -2.17, -2.73], [-1.88, -3.42, -0.98], [-2.15, -2.40, -1.27], [-2.41, -4.12, -1.63], [-2.22, -3.59, 0.05], [-0.02, -5.13, -0.93], [1.06, -5.33, -0.96], [-0.44, -5.54, 0.01], [-0.48, -5.71, -1.75], [-0.26, -0.02, 0.02], [-1.59, -0.18, -1.81], [-1.49, 0.36, -2.83], [-1.92, 0.39, -4.32], [-1.27, 1.50, -5.16], [-1.46, -0.93, -4.84], [-3.42, 0.58, -4.20], [-1.47, 2.51, -4.78], [-0.19, 1.35, -5.24], [-1.70, 1.43, -6.17], [-1.82, -1.75, -4.23], [-1.82, -1.08, -5.85], [-0.37, -0.98, -4.87], [-3.81, 1.22, -4.98], [-3.89, -0.40, -4.28], [-3.73, 1.01, -3.23], [1.55, 1.03, 2.33], [1.26, 1.32, 3.23], [2.51, 0.99, 2.40]], "lowdin_charge": [-0.3500, -0.3458, -0.0445, -0.0408, -0.0497, 0.1195, 0.1128, 0.1103, -0.0341, 0.9792, 0.9322, -0.2586, 0.0957, 0.0956, -0.1210, 0.1053, -0.3714, 0.0993, -0.6398, -0.6638, -0.6706, -0.6864, -0.1073, 0.0685, 0.0974, 0.0459, -0.0898, 0.0824, 0.0664, 0.0964, -0.0889, 0.1015, 0.0834, 0.0410, -0.1013, 0.0544, 0.0889, 0.0621, -0.0835, 0.0718, 0.0754, 0.0953, -0.0762, 0.0611, 0.0718, 0.0898, -0.0813, 0.0994, 0.0441, 0.0715, -0.0994, 0.0786, 0.0436, 0.0984, -0.0863, 0.0817, 0.0948, 0.0638, -0.0890, 0.0878, 0.1005, 0.0459, -0.0912, 0.0436, 0.0965, 0.0702, -0.0915, 0.0844, 0.0727, 0.0947, 0.9724, 0.0275, -0.1663, -0.5459, -0.0416, -0.0453, -0.0242, 0.0687, 0.0715, 0.1070, 0.0834, 0.1010, 0.0938, 0.0923, 0.0971, 0.0887, -0.1392, 0.0844, 0.0614]}

{"formula": "C3H11NO3P", "method": "ωB97M-V with the def2-TZVPD basis set", "energy_ha": -742.474681, "smiles": "COP(=[NH2+])(OC)OC", "homo_energy_ev": -14.89, "e_above_lowest_kcal_mol": 44.37, "multiplicity": 1, "total_charge": 1, "species": ["C", "O", "P", "N", "O", "C", "O", "C", "H", "H", "H", "H", "H", "H", "H", "H", "H", "H", "H"], "coordinates": [[1.24, -2.54, -0.08], [0.72, -1.25, -0.50], [-0.20, -0.13, -0.04], [0.75, 0.79, 1.53], [-1.62, -0.58, 0.37], [-2.69, 0.38, 0.68], [-0.37, 0.87, -1.22], [0.74, 1.79, -1.49], [2.22, -2.57, -0.51], [0.78, -3.32, -0.62], [1.34, -2.71, 0.99], [1.32, 0.09, 1.97], [1.22, 1.49, 1.04], [-2.88, 1.09, -0.10], [-2.23, 0.85, 1.53], [-3.58, -0.26, 1.07], [1.74, 1.39, -1.33], [0.72, 2.61, -0.73], [0.77, 2.00, -2.54]], "nbo_charge": [-0.2394, -0.8279, 2.4842, -1.0291, -0.8040, -0.2570, -0.7901, -0.2760, 0.2189, 0.2238, 0.2155, 0.3879, 0.3670, 0.2182, 0.2094, 0.2444, 0.2012, 0.2095, 0.2437]}

Orbital gap for every record listed, in sequence, given in eV: 8.9202, 7.4338, 7.5841, 8.8546, 6.3261, 11.7393.
LUMO for every record listed, in sequence, given in eV: -0.10, -1.57, 3.34, 0.36, -2.26, -3.15.